{"formula": "C2H3NO2S2", "method": "wB97M-V/def2-TZVPD", "symbols": ["C", "C", "O", "S", "S", "N", "O", "H", "H", "H"], "coordinates": [[-0.37143, -0.27748, -1.38251], [-0.36317, 1.16111, -0.74044], [0.59952, 1.78826, -0.40102], [-2.04717, 1.87015, -0.64832], [-2.01490, 4.14662, -0.80121], [-1.36203, 4.50313, -2.10274], [-0.87152, 3.91859, -3.05105], [-0.20958, -0.15470, -2.37121], [-1.28888, -0.74555, -1.48902], [0.52879, -0.76904, -1.00035]], "mulliken_charge": [-1.136, 0.683, -0.461, -0.245, 0.171, 0.271, -0.371, 0.372, 0.428, 0.288], "lumo_ev": [-0.765, -0.765], "e_tot_ev": -29374.6100, "total_charge": 0, "max_force_ev_per_a": 4.5, "homo_lumo_gap_ha": [0.3165, 0.3165]}


{"formula": "C2H3NO3", "method": "wB97M-V/def2-TZVPD", "symbols": ["O", "C", "O", "C", "N", "O", "H", "H", "H"], "coordinates": [[1.68871, 1.07370, 0.47508], [1.35744, -0.03288, -0.05251], [2.12565, -0.77821, -0.70261], [-0.13527, -0.46530, 0.24844], [-1.02250, 0.38207, -0.69797], [-2.36671, 0.11879, -0.26893], [-0.41426, -0.12586, 1.40323], [-0.34037, -1.56712, 0.07608], [-0.89268, 1.39481, -0.48082]], "mulliken_charge": [-0.718, 0.418, -0.715, -0.233, -0.496, -0.874, 0.143, 0.244, 0.230], "lumo_ev": 7.435, "e_tot_ev": -9750.8623, "total_charge": -2, "max_force_ev_per_a": 2.9, "homo_lumo_gap_ha": 0.1910}


{"formula": "C2H3NO3", "method": "wB97M-V/def2-TZVPD", "symbols": ["O", "C", "O", "C", "N", "O", "H", "H", "H"], "coordinates": [[1.57795, -1.06133, -0.70957], [1.07284, -0.57602, 0.26749], [1.74762, 0.02434, 1.40499], [-0.28456, 0.03872, 0.16715], [-0.56184, -0.02496, -1.10492], [-1.75807, 0.63109, -1.21537], [1.05701, 0.13366, 2.13374], [-0.68200, 0.34074, 1.05122], [-2.16894, 0.49377, -1.99473]], "mulliken_charge": [-0.444, 0.656, -0.462, -0.170, -0.190, -0.341, 0.321, 0.301, 0.330], "lumo_ev": -0.053, "e_tot_ev": -9751.8637, "total_charge": 0, "max_force_ev_per_a": 6.4, "homo_lumo_gap_ha": 0.3835}


{"formula": "C2H3NO3", "method": "wB97M-V/def2-TZVPD", "symbols": ["C", "C", "N", "O", "O", "O", "H", "H", "H"], "coordinates": [[1.70154, -0.06713, -0.05794], [-0.36214, 0.05483, 0.00949], [2.84480, -0.09741, -0.03014], [-0.69259, -1.08879, -0.65003], [-0.66056, 1.19546, -0.63795], [-0.71288, 0.03853, 1.30801], [-0.46278, -1.01611, -1.58439], [-1.04350, 1.83241, -0.02228], [-0.61189, -0.85179, 1.66523]], "mulliken_charge": [0.033, 0.690, -0.369, -0.463, -0.448, -0.476, 0.344, 0.336, 0.354], "lumo_ev": 0.234, "e_tot_ev": -9753.2032, "total_charge": 0, "max_force_ev_per_a": 3.8, "homo_lumo_gap_ha": 0.4097}


{"formula": "C2H3NO3", "method": "wB97M-V/def2-TZVPD", "symbols": ["C", "C", "N", "O", "O", "O", "H", "H", "H"], "coordinates": [[-0.87354, 0.94375, -1.02249], [0.72846, -0.89068, 0.71499], [-0.00674, 0.36092, 0.75505], [-1.16399, 1.41494, -2.08007], [-1.55261, 0.25335, -0.10041], [0.38287, 1.06060, -0.41827], [1.72626, -0.41672, 0.58380], [0.35158, -1.23506, 1.72625], [0.40770, -1.49110, -0.15885]], "mulliken_charge": [0.637, -0.488, 0.072, -0.476, -0.325, -0.217, 0.279, 0.263, 0.255], "lumo_ev": -1.045, "e_tot_ev": -9750.9445, "total_charge": 0, "max_force_ev_per_a": 3.1, "homo_lumo_gap_ha": 0.3698}


{"formula": "C2H3NO3", "method": "wB97M-V/def2-TZVPD", "symbols": ["N", "C", "C", "O", "O", "O", "H", "H", "H"], "coordinates": [[-2.64716, 0.01195, 0.07170], [-1.45195, -0.00383, 0.01735], [0.01097, -0.05717, -0.09739], [0.29434, -0.54732, 1.12939], [0.63020, 1.18101, -0.22196], [0.23960, -0.91679, -1.17672], [1.27427, -0.69901, 1.30023], [0.53974, 1.61549, 0.65880], [1.10999, -0.58433, -1.68140]], "mulliken_charge": [-0.409, 0.009, 0.897, -0.502, -0.525, -0.514, 0.315, 0.360, 0.369], "lumo_ev": 0.207, "e_tot_ev": -9753.8286, "total_charge": 0, "max_force_ev_per_a": 7.0, "homo_lumo_gap_ha": 0.4370}


{"formula": "C2H3NO3", "method": "wB97M-V/def2-TZVPD", "symbols": ["O", "C", "O", "O", "H", "H", "C", "N", "H"], "coordinates": [[-2.49375, 2.75820, -1.21709], [-1.84472, 1.91148, -0.74793], [-0.77895, 1.41699, -1.37396], [-0.35297, 0.20629, -0.79463], [-2.18922, 1.24438, 0.21643], [-0.39253, -0.48992, -1.52978], [0.78336, -1.77511, 0.98045], [1.45981, -1.27963, 0.22256], [0.05903, -2.15966, 1.63887]], "mulliken_charge": [-0.407, 0.274, -0.254, -0.235, 0.232, 0.354, 0.116, -0.357, 0.277], "lumo_ev": 0.620, "e_tot_ev": -9750.9072, "total_charge": 0, "max_force_ev_per_a": 4.8, "homo_lumo_gap_ha": 0.4235}


{"formula": "C2H3NO3", "method": "wB97M-V/def2-TZVPD", "symbols": ["C", "C", "N", "O", "O", "O", "H", "H", "H"], "coordinates": [[-2.42675, -1.71538, -1.10008], [-0.12172, 0.08419, -0.04714], [-1.39868, 0.08301, -0.58777], [-3.01124, -2.64239, -1.57847], [-2.42071, -1.32428, 0.13170], [-1.47359, -0.81521, -1.60937], [0.26772, 1.03895, -0.48221], [-0.12671, 0.32033, 0.94397], [0.28556, -0.84514, -0.19011]], "mulliken_charge": [0.734, -0.616, -0.005, -0.477, -0.408, -0.191, 0.266, 0.291, 0.405], "lumo_ev": [-1.766, -1.770], "e_tot_ev": -9750.3768, "total_charge": 0, "max_force_ev_per_a": 4.7, "homo_lumo_gap_ha": [0.3373, 0.3371]}


{"formula": "C2H3NO3", "method": "wB97M-V/def2-TZVPD", "symbols": ["C", "C", "N", "O", "O", "O", "H", "H", "H"], "coordinates": [[0.81680, 0.70817, 0.05029], [-1.11954, 1.16822, -0.12739], [0.94532, -0.42268, 0.72758], [1.65339, 1.43288, -0.30103], [-1.92136, 0.18194, -0.61160], [-1.94923, 0.46943, 0.73727], [-1.37163, 2.21462, -0.31278], [0.23588, -0.64782, 1.43443], [1.89227, -0.78868, 0.81478]], "mulliken_charge": [0.435, 0.128, -0.371, -0.467, -0.243, -0.301, 0.321, 0.251, 0.248], "lumo_ev": 0.755, "e_tot_ev": -9750.2666, "total_charge": 0, "max_force_ev_per_a": 5.0, "homo_lumo_gap_ha": 0.3866}


{"formula": "C2H3NO3S", "method": "wB97M-V/def2-TZVPD", "symbols": ["C", "S", "O", "O", "H", "H", "N", "C", "O", "H"], "coordinates": [[0.11872, 0.92362, -0.15062], [-1.47707, 1.01734, -0.11034], [-2.25533, 1.13900, -1.28854], [-1.96651, 1.08526, 1.19912], [0.60349, 0.90083, 0.81295], [0.79898, 1.06874, -0.89404], [1.72637, -1.56699, 0.35738], [0.55802, -1.58842, 0.12958], [-0.57089, -1.85237, 0.06521], [2.46421, -1.12701, -0.12069]], "mulliken_charge": [-0.947, 0.913, -0.512, -0.472, 0.436, 0.493, -0.472, 0.720, -0.445, 0.288], "lumo_ev": 0.039, "e_tot_ev": -20587.6123, "total_charge": 0, "max_force_ev_per_a": 3.5, "homo_lumo_gap_ha": 0.3711}


{"formula": "C2H3NO4", "method": "wB97M-V/def2-TZVPD", "symbols": ["C", "C", "N", "O", "O", "O", "O", "H", "H", "H"], "coordinates": [[0.49877, 0.70982, -0.10376], [-0.81403, 0.52969, -0.06376], [1.63789, -0.14498, 0.04145], [1.42735, -1.31393, 0.20716], [2.69203, 0.48808, 0.02714], [-2.02792, 0.94716, 0.24910], [-1.24389, -1.62341, -0.08198], [0.93862, 1.76510, -0.17700], [-2.74515, 0.44286, -0.23303], [-0.36367, -1.80039, 0.13468]], "mulliken_charge": [-0.446, 0.595, 0.999, -0.632, -0.552, -0.406, -0.703, 0.344, 0.424, 0.378], "lumo_ev": [-1.127, -1.129], "e_tot_ev": -11794.7684, "total_charge": 0, "max_force_ev_per_a": 5.8, "homo_lumo_gap_ha": [0.3371, 0.3349]}


{"formula": "C2H3NO8S2", "method": "wB97M-V/def2-TZVPD", "symbols": ["C", "C", "N", "O", "O", "O", "O", "O", "O", "O", "O", "S", "S", "H", "H", "H"], "coordinates": [[0.43332, -0.65034, 2.12387], [0.52216, 0.38456, -1.87312], [0.65724, 0.06132, -3.09955], [0.43129, 1.14578, -3.92531], [1.25443, 2.55921, -5.89454], [2.41598, -0.84700, -0.65262], [1.01899, -0.94546, -3.62181], [1.11149, 0.18079, 2.79206], [-1.17860, 2.04981, -5.84883], [0.40573, -2.24955, -0.97872], [0.31450, -0.23598, 0.57079], [0.20036, 1.55268, -5.73759], [0.96549, -0.94216, -0.70149], [-0.79093, -0.69543, 2.45684], [0.85209, -1.62826, 2.01504], [0.33671, 1.36158, -1.56264]], "mulliken_charge": [-0.126, -0.507, 0.881, -0.497, -0.537, -0.634, -0.708, -0.724, -0.549, -0.600, -0.261, 0.507, 1.039, 0.084, 0.159, 0.473], "lumo_ev": 5.484, "e_tot_ev": -41658.5915, "total_charge": -2, "max_force_ev_per_a": 3.7, "homo_lumo_gap_ha": 0.2626}